1.
Computed, not measured: a molecular structure, C6H12As2F12O6Rb in a non-equilibrium geometry, with ωB97M-V with the def2-TZVPD basis set.

The geometry in XYZ format:
```
39
Properties=species:S:1:pos:R:3:mulliken_charge:R:1
Rb 17.5736 0.4026 22.2572 1.100
As 14.0083 1.1189 21.4578 1.956
F 14.6042 0.4676 19.8613 -0.528
F 15.6180 0.5826 22.1759 -0.395
F 13.4399 1.8660 23.0092 -0.488
F 12.5220 1.6133 20.7142 -0.504
F 13.2121 -0.4365 21.8924 -0.537
F 14.7139 2.7303 21.1119 -0.484
As 16.4188 2.3266 24.5502 1.933
F 16.8496 3.9737 25.1189 -0.517
F 16.5987 3.0053 22.8598 -0.504
F 16.2323 0.7297 23.7789 -0.406
F 16.2611 1.6678 26.2777 -0.530
F 14.7052 2.7415 24.5098 -0.492
F 18.1835 1.9220 24.6703 -0.453
C 20.1877 2.5788 23.9178 -0.254
O 21.0273 1.6660 23.2912 -0.325
C 20.5852 1.0135 22.1720 0.738
O 19.4535 1.1905 21.6246 -0.728
O 21.4944 0.0667 21.6865 -0.355
C 21.3778 -0.6480 20.4731 -0.515
H 20.6029 2.8664 24.8837 0.259
H 19.2212 2.1216 24.1301 -0.058
H 20.0078 3.4476 23.2846 0.327
H 20.3313 -0.9313 20.3609 0.185
H 21.8870 -1.6112 20.4393 0.242
H 21.7053 0.0255 19.6811 0.274
C 17.6262 -2.3843 24.9808 -0.271
O 16.5936 -2.9401 24.2002 -0.413
C 16.3352 -2.4415 22.9996 0.921
O 16.9486 -1.4172 22.5390 -0.466
O 15.4312 -3.1917 22.3970 -0.367
C 15.0335 -2.8474 21.0543 -0.610
H 17.6929 -1.3231 24.7411 -0.007
H 18.4957 -3.0010 24.7531 0.270
H 17.3340 -2.4609 26.0281 0.227
H 14.8042 -3.7422 20.4757 0.287
H 15.8385 -2.3824 20.4852 0.252
H 14.0663 -2.3452 21.0762 0.237
```

Calculated values
* frontier orbital gap: 9.1 eV
* total charge: -1
* ΔE to the lowest compared entry with this formula, charge and spin: 14.591 eV
* HOMO level: -7.33 eV

***

2.
Computed, not measured: a molecular structure, C6H12BCuO6 in a non-equilibrium geometry, with ωB97M-V with the def2-TZVPD basis set.

The geometry in XYZ format:
```
26
Properties=species:S:1:pos:R:3:mulliken_charge:R:1
O 3.6293 -0.0574 0.8343 -0.536
C 2.8420 0.8262 0.7685 0.337
O 2.2429 1.0665 -0.3432 -0.287
C 1.1206 1.9765 -0.2006 -0.638
C -0.2259 1.4051 -0.6765 -1.352
C -0.6035 0.0086 -0.1664 1.326
C 0.2514 -1.2190 -0.6362 -1.156
O -0.6435 -2.2834 -0.8653 -0.076
O -0.0115 -3.5408 -0.5475 -0.356
C -1.1686 -0.1494 1.3092 -0.584
O -2.5397 -0.4611 1.2607 -0.659
B -2.9898 0.0531 -0.0325 1.033
O -1.7744 -0.2311 -0.8949 -0.929
H 2.6520 1.4444 1.6458 0.447
H 1.0517 2.3819 0.8099 0.400
H 1.3433 2.8390 -0.8324 0.315
H -0.3185 1.3768 -1.7597 0.394
H -1.0012 2.0862 -0.3268 0.326
H 1.0176 -1.4897 0.1583 0.910
H 0.7497 -0.9516 -1.5830 0.513
H 0.8710 -3.5017 -0.9412 0.322
H -1.1680 0.7494 1.9458 0.281
H -0.7666 -0.9935 1.8882 0.265
H -3.1428 1.2661 -0.1420 -0.304
H -3.8616 -0.5688 -0.6006 -0.229
Cu 2.4442 -2.0323 -0.0719 0.238
```

Calculated values
* frontier orbital gap: 4.2 eV
* HOMO level: -7.05 eV

***

3.
Computed, not measured: a molecular structure, C6H12BrFO in a non-equilibrium geometry, with ωB97M-V with the def2-TZVPD basis set.

The geometry in XYZ format:
```
21
Properties=species:S:1:pos:R:3:mulliken_charge:R:1
C -0.4623 2.9063 0.4192 -1.157
C 1.4826 -1.1489 -1.3470 -1.206
C 1.0834 -2.5000 0.9004 -1.283
C -1.4237 1.8113 0.6486 -0.523
C 0.5702 -1.5635 -0.1821 0.674
C -1.2930 0.5635 -0.1876 0.590
O 0.0060 -0.4488 0.5823 -0.437
F -0.9649 0.8231 -1.4343 -0.205
Br -2.8614 -0.5169 -0.1760 -0.095
H 0.7378 2.6880 0.4605 0.233
H -0.4763 3.2573 -0.5800 0.356
H -0.7182 3.6312 1.2132 0.335
H 0.8722 -0.7417 -2.2100 0.259
H 2.2244 -0.3396 -1.2934 0.325
H 1.9072 -1.9727 -1.9590 0.368
H 1.6427 -3.4405 0.5442 0.320
H 0.2338 -2.8102 1.6350 0.273
H 1.7997 -1.9442 1.5272 0.329
H -2.5228 2.2016 0.4479 0.303
H -1.4027 1.5668 1.6190 0.408
H -0.4345 -2.0222 -0.6280 0.133
```

Calculated values
* frontier orbital gap: 10.4 eV
* ΔE to the lowest compared entry with this formula, charge and spin: 1.271 eV
* HOMO level: -9.70 eV

***

4.
Computed, not measured: a molecular structure, C6H12Cl6N4O12V in a non-equilibrium geometry, with ωB97M-V with the def2-TZVPD basis set.

The geometry in XYZ format:
```
41
Properties=species:S:1:pos:R:3:lowdin_spin:R:1
V -1.9106 -1.1949 2.4601 1.940
N -0.4037 -4.1557 2.1730 0.001
O -0.7843 -2.9245 2.2452 0.023
O 0.5156 -4.4137 1.4016 0.002
O -0.9424 -4.9802 2.8964 0.005
N -4.4481 -1.4193 1.6923 0.005
O -3.8672 -0.3456 2.0386 -0.003
O -5.5961 -1.5133 1.4018 0.015
O -3.6051 -2.3735 1.6768 -0.009
N -0.8700 -0.0560 0.2867 0.004
O -0.9743 0.4892 1.4337 -0.019
O -1.3928 -1.1999 0.2789 0.006
O -0.3985 0.4858 -0.6740 0.010
N -0.7842 0.1696 4.5486 0.003
O -0.4406 0.5776 5.6150 0.004
O -1.8664 0.5038 3.9799 0.018
O -0.2036 -0.7435 3.8762 -0.006
Cl 2.2396 -1.1051 -1.9345 0.000
C 2.0168 -2.4034 -0.7144 0.000
C 2.8979 -2.2003 0.4926 0.000
Cl 2.3290 -0.8315 1.4800 0.000
H 2.3314 -3.3310 -1.1925 0.000
H 0.9591 -2.4771 -0.4819 0.000
H 3.9190 -1.9949 0.1807 0.000
H 2.8663 -3.0731 1.1393 0.000
Cl -1.4820 3.5813 -4.6460 0.000
C -0.0997 2.5088 -4.2891 0.000
C -0.5596 1.0972 -4.0240 0.000
Cl -1.2232 0.3358 -5.4925 0.000
H 0.4554 2.9443 -3.4598 0.000
H 0.5526 2.5604 -5.1595 0.000
H -1.2998 1.0876 -3.2283 0.000
H 0.2686 0.4656 -3.7081 0.000
Cl 0.3708 4.8318 -1.1129 0.000
C 0.9203 3.6341 0.0889 0.000
C 1.9329 2.6618 -0.4893 0.000
Cl 3.3960 3.5032 -1.0820 0.000
H 0.0792 3.0446 0.4454 0.000
H 1.4042 4.2006 0.8799 0.000
H 1.4747 2.1029 -1.3010 0.000
H 2.2230 1.9508 0.2782 0.000
```

Calculated values
* frontier orbital gap (alpha / beta): 8.6 / 9.2 eV
* total charge: -1
* expectation value of S²: 2.013
* spin multiplicity: 3
* HOMO level (alpha / beta): -7.48 / -7.53 eV

***

5.
Computed, not measured: a molecular structure, C6H12ClIO2PTb in a non-equilibrium geometry, with ωB97M-V with the def2-TZVPD basis set.

The geometry in XYZ format:
```
24
Properties=species:S:1:pos:R:3:lowdin_spin:R:1
C 0.1196 -5.0094 -3.1640 -0.003
I 0.6825 -3.3060 -1.9409 -0.013
H -0.9665 -5.1152 -3.1072 0.000
H 0.6245 -5.8959 -2.7614 0.000
H 0.4451 -4.8071 -4.1902 0.000
Tb -0.2344 -0.0900 0.1417 6.113
P -0.1474 1.4943 -1.9909 -0.019
C 1.3750 1.7456 -2.7948 -0.004
C -1.3160 0.7858 -3.1365 0.001
H -1.7690 2.9416 -0.9387 0.000
H -0.9436 3.6524 -2.3713 0.000
H -0.1067 3.5735 -0.7842 0.000
C -0.8089 3.0632 -1.4626 0.001
H -2.2890 0.5984 -2.6566 0.000
H -1.4245 1.5164 -3.9409 0.000
H 1.1699 2.4081 -3.6360 -0.001
H 1.7989 0.7967 -3.1563 0.000
H -0.9380 -0.1664 -3.5385 0.000
H 2.1116 2.2098 -2.1210 0.000
C 1.9261 -0.2638 -0.2129 -0.027
O 3.1282 -0.4393 -0.3439 0.003
Cl -2.4471 0.3311 0.2800 -0.036
O 0.1216 -2.1236 2.8515 0.006
C 0.0884 -1.4275 1.9167 -0.020
```

Calculated values
* frontier orbital gap (alpha / beta): 6.3 / 6.4 eV
* total charge: +2
* expectation value of S²: 12.752
* spin multiplicity: 7
* HOMO level (alpha / beta): -16.17 / -16.17 eV

***

6.
Computed, not measured: a single C6H12ClN molecule in a non-equilibrium geometry, with ωB97M-V with the def2-TZVPD basis set.

The geometry in XYZ format:
```
20
Properties=species:S:1:pos:R:3:mulliken_charge:R:1
C 0.0343 0.8080 0.0717 1.428
C 0.7849 -0.5128 0.0248 1.016
C -0.7128 1.2897 1.2700 -1.585
C -0.5590 1.2100 -1.2651 -1.808
C 0.7543 -1.6479 1.1230 -1.849
C 0.8507 -1.1436 -1.3498 -1.257
N 1.4674 0.7601 0.3314 -0.462
Cl 2.5354 1.5385 -0.7371 -0.136
H -0.8632 2.3783 1.1466 0.374
H -0.2267 0.9132 2.0641 0.506
H -1.7955 0.8515 1.2143 0.224
H -1.3426 0.5402 -1.5085 0.396
H 0.1982 1.1614 -1.9498 0.478
H -1.0160 2.1882 -1.1598 0.422
H 0.9460 -1.3614 2.0983 0.435
H 1.4404 -2.4204 0.8909 0.473
H -0.2294 -1.9614 1.0034 0.404
H -0.1650 -1.0536 -1.8155 0.218
H 1.2197 -2.1031 -1.3019 0.467
H 1.6038 -0.5847 -2.0861 0.255
```

Calculated values
* frontier orbital gap: 9.9 eV
* ΔE to the lowest compared entry with this formula, charge and spin: 3.103 eV
* SMILES: CC1(C)N(Cl)C1(C)C
* HOMO level: -9.01 eV

***

7.
Computed, not measured: a molecular structure, C6H12ClN2 in a non-equilibrium geometry, with ωB97M-V with the def2-TZVPD basis set.

The geometry in XYZ format:
```
21
Properties=species:S:1:pos:R:3:mulliken_charge:R:1
C -1.1643 1.1320 -1.9486 -0.787
C -1.5129 0.3631 -0.8920 0.343
C 0.3361 -1.3294 -0.0146 0.341
C 0.9472 1.0962 0.2220 -1.561
C -0.8491 0.0299 1.7178 -2.210
C -0.0519 -0.0230 0.4644 1.415
N 0.3158 -2.3869 0.7266 -0.304
N 0.7048 -1.3224 -1.3319 -0.276
Cl -3.0667 -0.2862 -0.6932 -0.111
H -2.0334 1.3529 -2.6451 0.252
H -0.1778 1.5604 -2.0472 0.265
H 0.5951 2.0242 0.6341 0.362
H 1.8791 0.8814 0.7781 0.409
H 1.4229 1.1129 -0.7882 0.374
H -0.1970 -0.1152 2.6121 0.513
H -1.1770 1.0600 1.8887 0.408
H -1.6169 -0.6665 1.8787 0.532
H 0.2924 -2.3103 1.7479 0.267
H 0.4602 -3.3298 0.2817 0.277
H 0.3126 -0.5713 -2.0078 0.258
H 1.0098 -2.1913 -1.6926 0.234
```

Calculated values
* frontier orbital gap: 9.4 eV
* total charge: +1
* ΔE to the lowest compared entry with this formula, charge and spin: 1.745 eV
* HOMO level: -13.40 eV

***

8.
Computed, not measured: a single C6H12FN molecule in a non-equilibrium geometry, with ωB97M-V with the def2-TZVPD basis set.

The geometry in XYZ format:
```
20
Properties=species:S:1:pos:R:3:mulliken_charge:R:1
C 1.8068 -0.6571 0.0279 -0.657
C 0.5313 -1.4721 0.0947 -0.809
C 1.3156 0.7361 0.4950 -0.926
C -0.5982 -0.4852 0.0560 1.484
C -1.7057 -0.8631 -0.7749 -1.759
C -0.5883 2.0868 0.0594 -0.930
N -0.0312 0.7549 -0.0815 -0.022
F -1.1283 -0.6621 1.5186 -0.502
H 2.6127 -0.9583 0.6657 0.343
H 2.2022 -0.5458 -0.9223 0.316
H 0.3988 -2.0919 -0.8042 0.257
H 0.4889 -2.1506 1.0438 0.285
H 1.2164 0.7355 1.5404 0.405
H 1.9030 1.5540 0.2174 0.480
H -2.7165 -0.3042 -0.8662 0.325
H -2.0942 -1.8497 -0.6648 0.443
H -1.4897 -0.8368 -1.8850 0.364
H -0.1423 2.6786 -0.7944 0.275
H -1.6394 1.8655 -0.0133 0.357
H -0.3417 2.4655 1.0878 0.272
```

Calculated values
* frontier orbital gap: 10.1 eV
* ΔE to the lowest compared entry with this formula, charge and spin: 1.007 eV
* SMILES: CN1CCC[C@@]1(C)F
* HOMO level: -9.05 eV

***

9.
Computed, not measured: a gas-phase ion, C6H12FN4 (charge +1) in a non-equilibrium geometry, with ωB97M-V with the def2-TZVPD basis set.

The geometry in XYZ format:
```
23
Properties=species:S:1:pos:R:3:mulliken_charge:R:1
C -0.3318 0.7178 -0.1449 -0.117
C -2.3052 0.1174 0.7074 0.599
C -3.5466 -0.3071 1.5474 -1.173
C 1.0291 2.5005 -1.2371 -1.435
C 2.1115 0.2894 -0.7062 -0.977
C 1.0068 1.3615 -0.2203 1.400
N -1.2715 0.8617 0.9501 -0.061
N -0.8807 -0.1429 -0.9500 -0.565
N -1.9827 -0.5760 -0.4259 0.165
N 1.8516 -1.0630 -0.4250 -0.448
F 1.3484 1.7739 1.0484 -0.372
H -3.1626 -0.7274 2.4827 0.329
H -4.0342 0.4492 1.9656 0.449
H -4.1841 -0.9062 0.8871 0.308
H 2.1795 2.6188 -1.3982 0.388
H 0.5585 3.4279 -0.8455 0.350
H 0.8524 2.3341 -2.3695 0.340
H 2.9715 0.7011 -0.1699 0.331
H 2.1405 0.4104 -1.7771 0.531
H -2.5565 -1.3082 -0.8482 0.229
H -1.1892 1.5420 1.7825 0.317
H 2.0508 -1.3046 0.5385 0.209
H 2.2217 -1.7943 -0.9789 0.204
```

Calculated values
* frontier orbital gap: 9.5 eV
* total charge: +1
* ΔE to the lowest compared entry with this formula, charge and spin: 0.266 eV
* SMILES: Cc1[nH]c([C@@](C)(F)CN)n[nH+]1
* HOMO level: -12.56 eV

***

10.
Computed, not measured: 2 unconnected molecules or ions with the total composition C6H12IO7PS, with ωB97M-V with the def2-TZVPD basis set.

The geometry in XYZ format:
```
28
Properties=species:S:1:pos:R:3:mulliken_charge:R:1
O 3.7090 0.3695 0.2681 -0.539
S 3.2242 0.0703 -1.0299 1.034
O 3.2251 1.0534 -2.0552 -0.557
O 3.9261 -1.2352 -1.6222 -0.317
C 3.0442 -2.3688 -1.4734 -0.421
C 1.6782 -1.7456 -1.7024 -0.005
P 0.1811 -2.7899 -1.3523 0.038
O -0.9545 -1.6171 -1.4909 -0.399
I 0.4143 -2.9603 1.0562 -0.032
O 1.7691 -0.5685 -0.8688 -0.039
H 3.1313 -2.7407 -0.4502 0.280
H 3.3351 -3.1248 -2.1971 0.304
H 1.6006 -1.3967 -2.7404 0.326
H -1.1696 -1.1778 -0.6574 0.284
O -0.9671 -0.4618 2.9191 -0.540
C -1.4012 0.4829 2.3206 0.781
O -2.4813 0.2933 1.5263 -0.373
C -3.1433 1.3699 0.8472 -0.431
C -2.4870 1.6949 -0.4778 -0.837
C -0.7219 1.8300 2.3543 -0.930
H -3.2126 2.2444 1.4942 0.375
H -4.1565 1.0032 0.6918 0.318
H -1.4670 2.0564 -0.3451 0.250
H -3.0550 2.4674 -0.9969 0.382
H -2.4583 0.8082 -1.1126 0.195
H 0.0614 1.8296 1.5944 0.195
H -0.2473 1.9365 3.3254 0.324
H -1.3771 2.6772 2.1748 0.334
```

Calculated values
* frontier orbital gap: 9.5 eV
* SMILES: O=S1(=O)OC[C@@H](P(O)I)O1.CCOC(C)=O
* HOMO level: -9.51 eV